P.
Here is one molecule with the formula C4H3NO2S from OMol25. Energies are from wB97M-V/def2-TZVPD.

Output
Molar mass = 129.1 g mol⁻¹
HOMO energy = -9.5483 eV
SMILES = C#CC(=O)SNC=O
Multiplicity = 1
LUMO = -0.345 eV

Element x y z (Å)
1 C -0.8813 2.3007 2.8437
2 C -0.5514 1.4099 2.0993
3 C 0.1279 0.4759 1.1998
4 O 1.0816 -0.1675 1.5205
5 S -0.6395 0.4243 -0.4091
6 N 0.4746 -0.7462 -1.0756
7 C 0.1598 -1.3562 -2.2363
8 O 0.7260 -2.2968 -2.7343
9 H -1.2512 3.0216 3.6013
10 H 1.2680 -1.0199 -0.5163
11 H -0.6972 -0.8343 -2.7378

Formally, the Löwdin partial charges of the atoms, in units of the elementary charge, are as follows:
1. C 0.1501
2. C -0.1147
3. C -0.7450
4. O 0.0581
5. S 1.0362
6. N -0.2476
7. C -0.4644
8. O 0.0384
9. H 0.0691
10. H 0.1008
11. H 0.1190

***

Q.
Here is one molecule with the formula C4H3NO2S from OMol25. Energies are from wB97M-V/def2-TZVPD.

Output
Molar mass = 129.1 g mol⁻¹
HOMO energy = -9.7432 eV
SMILES = O=C(O)c1cscn1
Multiplicity = 1
LUMO = 0.263 eV

Element x y z (Å)
1 O 1.9983 -1.4214 0.4002
2 C 1.5156 -0.2990 -0.0065
3 O 2.1411 0.8886 -0.2609
4 C 0.0499 -0.1925 -0.0354
5 C -0.8740 -1.1780 -0.0773
6 S -2.4525 -0.5447 -0.0471
7 C -1.8006 1.0148 0.2392
8 N -0.4908 1.1340 0.2771
9 H 3.0886 0.8462 -0.2915
10 H -0.7939 -2.2376 -0.4869
11 H -2.3817 1.9895 0.2891

Formally, the Löwdin partial charges of the atoms, in units of the elementary charge, are as follows:
1. O 0.0350
2. C -0.3907
3. O 0.1165
4. C -0.2915
5. C -0.3666
6. S 1.0063
7. C -0.4918
8. N 0.0519
9. H 0.1137
10. H 0.1157
11. H 0.1014

***

R.
Here is C4H3NO2S as an isolated structure from OMol25. Energies are from wB97M-V/def2-TZVPD.

Output
Molar mass = 129.1 g mol⁻¹
HOMO energy = -9.3595 eV
Multiplicity = 1
LUMO = -0.644 eV

Element x y z (Å)
1 C -0.7587 -0.0190 -0.2209
2 C 1.5948 -0.3272 0.4905
3 C -1.2225 0.6147 -1.3494
4 C -1.4177 1.0387 -2.5658
5 H -1.2314 -2.4886 1.4771
6 H 1.3921 -1.4716 0.0782
7 H -1.8558 1.4310 -3.4581
8 N -1.4398 -1.1338 0.1604
9 O -0.9102 -1.6713 1.3149
10 O 2.7812 0.0233 0.8338
11 S 0.4769 0.9879 0.3415

Formally, the Löwdin partial charges of the atoms, in units of the elementary charge, are as follows:
1. C -0.6966
2. C -0.5178
3. C -0.2001
4. C 0.1726
5. H 0.0421
6. H 0.1636
7. H 0.0238
8. N 0.0655
9. O -0.0319
10. O -0.1131
11. S 1.0918

***

Energies in kcal/mol, measured from the most stable structure: P 45.2; Q 0.0; R 128.0.

***

P.
Here is a 8-piece molecular cluster, BF4H14O7 overall from OMol25. Energies are from wB97M-V/def2-TZVPD.

Output
Molar mass = 212.9 g mol⁻¹
HOMO energy = -7.2830 eV
Multiplicity = 1
LUMO = 2.779 eV
Net charge = -1

Element x y z (Å)
1 B 0.7569 -0.7995 -0.2488
2 F 2.0839 -0.5905 0.0812
3 F 0.6789 -1.5015 -1.4808
4 F 0.0449 -1.5145 0.7182
5 F 0.1859 0.4285 -0.3878
6 O -2.8981 -1.6745 0.7362
7 H -1.9691 -1.7445 0.5792
8 H -3.0421 -1.1675 1.5282
9 O 2.1259 2.4625 0.9192
10 H 1.8629 1.5215 0.9142
11 H 2.0529 2.8305 1.7992
12 O -0.6491 2.5485 -1.9498
13 H 0.0259 2.2655 -2.5518
14 H -0.5851 1.7375 -1.3948
15 O 0.4779 -1.4645 3.3472
16 H -0.3241 -1.9485 3.5962
17 H 0.3759 -1.6365 2.4252
18 O -1.8301 -0.8725 -2.6578
19 H -2.2281 -1.6975 -2.3058
20 H -0.9581 -0.9955 -2.2728
21 O -0.3471 1.5875 2.5812
22 H -0.0721 0.6925 2.3362
23 H -0.5521 1.5095 3.5502
24 O 1.3909 -0.0045 -3.6058
25 H 1.2439 -0.5815 -2.8848
26 H 2.1489 0.6095 -3.3708

Formally, the Löwdin partial charges of the atoms, in units of the elementary charge, are as follows:
1. B -1.2934
2. F 0.1529
3. F 0.0879
4. F 0.1144
5. F 0.1653
6. O -0.0372
7. H -0.0117
8. H 0.0239
9. O -0.0685
10. H 0.0090
11. H 0.0150
12. O -0.0721
13. H -0.0041
14. H 0.0185
15. O -0.0462
16. H 0.0449
17. H -0.0240
18. O -0.0601
19. H 0.0442
20. H -0.0188
21. O -0.0718
22. H 0.0005
23. H 0.0560
24. O -0.0599
25. H -0.0406
26. H 0.0757

***

Q.
Here is a 8-piece molecular cluster, BF4H14O7 overall from OMol25. Energies are from wB97M-V/def2-TZVPD.

Output
Molar mass = 212.9 g mol⁻¹
HOMO energy = -6.5939 eV
Multiplicity = 1
LUMO = 2.993 eV
Net charge = -1

Element x y z (Å)
1 B -0.0929 0.6077 -0.9721
2 F -0.2423 0.8583 0.3432
3 F -1.0113 1.4123 -1.5682
4 F 1.1743 0.9658 -1.3534
5 F -0.3983 -0.7198 -1.1656
6 O -2.8644 -1.3484 -0.4089
7 H -2.7984 -2.3137 -0.4659
8 H -2.0249 -0.9750 -0.6799
9 O 0.4200 0.8195 3.2716
10 H 0.2342 1.4524 2.5683
11 H -0.0938 1.1011 3.9858
12 O 0.9710 -1.6717 1.2506
13 H 0.2938 -2.1234 1.7408
14 H 0.6697 -0.7750 1.4824
15 O 1.4185 3.6070 -1.0394
16 H 0.4936 3.8761 -0.8364
17 H 1.4092 2.6683 -1.1383
18 O -3.0814 2.0206 -0.0288
19 H -3.8023 1.4508 -0.3232
20 H -2.4181 1.6313 -0.5681
21 O 1.4940 -3.1794 -0.9267
22 H 1.8338 -3.7303 -0.1984
23 H 0.8692 -2.6109 -0.4691
24 O 2.8604 -0.9485 -0.6661
25 H 2.2178 -0.2711 -0.9835
26 H 2.4686 -1.8039 -0.8506

Formally, the Löwdin partial charges of the atoms, in units of the elementary charge, are as follows:
1. B -1.4204
2. F 0.1864
3. F 0.1728
4. F 0.1512
5. F 0.1562
6. O -0.0614
7. H 0.0344
8. H -0.0171
9. O -0.0238
10. H 0.0391
11. H -0.0020
12. O -0.0515
13. H 0.0447
14. H 0.0321
15. O -0.0647
16. H 0.0526
17. H -0.0303
18. O -0.0535
19. H 0.0304
20. H -0.0409
21. O -0.0651
22. H 0.0645
23. H 0.0012
24. O -0.0917
25. H 0.0054
26. H -0.0487

***

Energies in kcal/mol, measured from the most stable structure: P 0.0; Q 5.7.